53
Properties=species:S:1:pos:R:3:forces:R:3 method="wB97M-V/def2-TZVPD" smiles="CNC(=O)[C@@H](NC(C)=O)C(C)C.O=C(OCc1ccccc1)c1cn[nH]c1" total_energy_ha=-1259.61926 orbital_gap_ev=9.61 max_force_ha_per_bohr=0.04838 e_above_lowest_kcal_mol=70.0
C 3.540522 -4.929180 -1.348750 -0.3 0.1 0.4
N 2.759523 -3.715170 -1.116233 0.5 0.4 -1.0
C 2.059039 -3.472792 -0.000952 -0.9 -1.1 0.8
O 1.998298 -4.288793 0.911511 0.2 0.4 -0.2
C 1.247266 -2.165610 0.023395 -0.6 0.4 0.0
N 0.372596 -2.026204 -1.163764 1.7 0.5 1.0
C -0.575140 -2.845654 -1.626567 -1.3 -0.9 -0.7
C -0.917290 -4.144794 -0.923455 0.2 0.3 0.0
O -1.190155 -2.533160 -2.632863 -0.2 0.2 -0.3
C 0.504606 -1.889065 1.357735 0.1 0.3 0.4
C 1.486688 -1.583198 2.497830 0.0 -0.7 -0.3
C -0.442175 -0.681938 1.262720 0.0 -0.6 -0.4
H 4.007875 -4.896316 -2.333840 -0.1 0.2 0.1
H 2.889597 -5.804194 -1.289091 0.1 0.0 0.0
H 4.315241 -5.020456 -0.584949 0.0 -0.1 -0.1
H 2.713942 -3.030722 -1.854641 0.0 -0.1 0.0
H 1.988516 -1.371736 -0.062281 0.1 0.2 -0.2
H 0.462325 -1.177067 -1.701022 -0.1 0.0 0.0
H -0.066115 -4.821098 -0.943171 0.1 -0.1 0.2
H -1.750571 -4.612928 -1.445132 0.1 0.2 -0.1
H -1.214373 -3.946821 0.102466 0.1 -0.1 0.2
H -0.087133 -2.758587 1.638270 0.1 -0.2 0.0
H 2.073157 -0.693948 2.266833 0.0 0.1 0.0
H 0.937337 -1.413776 3.424262 0.0 0.1 0.0
H 2.159805 -2.424565 2.657273 0.1 0.0 0.0
H -0.896591 -0.494072 2.235929 0.1 0.0 0.0
H 0.109921 0.204035 0.948508 0.0 0.2 0.0
H -1.246342 -0.885368 0.556281 -0.1 0.2 -0.1
O 0.032688 5.623761 1.064352 -0.6 -1.3 -0.7
C -0.217134 4.445068 1.297301 0.5 2.2 -0.2
O -0.922732 3.615072 0.491798 0.5 0.3 0.2
C -1.286725 4.166859 -0.786113 -0.2 0.2 -0.4
C -1.926412 3.132023 -1.686310 -0.2 -0.8 0.1
C -1.932664 1.761778 -1.366977 -0.1 0.3 -0.3
C -2.520042 0.829400 -2.227763 0.0 0.4 -0.1
C -3.108301 1.254426 -3.420690 0.1 0.2 0.2
C -3.111148 2.612347 -3.750865 0.3 -0.1 0.4
C -2.522797 3.544735 -2.888857 0.0 -0.4 0.1
C 0.286293 3.890373 2.540786 -1.1 -2.2 0.1
C -0.146400 2.649788 3.138775 0.7 1.1 -0.3
N 0.538397 2.403081 4.234261 0.3 0.4 0.3
N 1.401704 3.453460 4.366523 0.0 1.1 -1.1
C 1.271552 4.379540 3.344406 0.0 -0.8 0.8
H -0.400140 4.564816 -1.293442 0.0 0.0 0.3
H -1.988500 4.995293 -0.637134 0.2 -0.1 0.1
H -1.483671 1.410071 -0.444868 0.0 0.2 0.0
H -2.518477 -0.227523 -1.974713 0.1 0.1 -0.1
H -3.557869 0.526473 -4.089994 0.1 0.1 0.1
H -3.568881 2.940941 -4.679182 0.1 0.0 0.1
H -2.531719 4.596588 -3.159985 0.0 0.0 0.1
H -0.926560 2.008017 2.739124 0.3 0.0 0.4
H 2.067547 3.545892 5.136368 -0.7 -0.5 -0.4
H 1.831625 5.300901 3.196898 0.0 -0.4 0.4